1.
{"formula": "C53H45BrCaCl3IN7OPS2Se", "method": "wB97M-V/def2-TZVPD", "relative_energy_ev": 0.829, "spin_multiplicity": 1, "orbital_gap_ha": 0.2244, "elements": ["H", "C", "H", "C", "C", "C", "C", "C", "N", "C", "C", "C", "C", "C", "H", "N", "N", "N", "C", "H", "H", "C", "H", "C", "C", "C", "C", "S", "N", "C", "H", "H", "C", "C", "C", "C", "Cl", "H", "Cl", "Ca", "H", "N", "C", "H", "I", "H", "C", "C", "C", "C", "C", "H", "H", "C", "H", "H", "C", "C", "H", "H", "C", "Cl", "C", "H", "C", "C", "C", "H", "C", "C", "Se", "H", "H", "H", "C", "H", "C", "H", "C", "H", "H", "O", "H", "H", "H", "H", "H", "N", "H", "S", "C", "C", "C", "C", "H", "C", "C", "C", "C", "H", "C", "P", "H", "Br", "H", "H", "C", "H", "H", "H", "H", "H", "C", "H", "C", "H"], "positions_angstrom": [[2.01139, -0.93449, -4.48912], [-5.88951, -1.68912, -1.92884], [-0.94694, 5.37657, -2.51871], [-6.75655, -1.90887, -6.13626], [1.29278, 3.29344, -2.21851], [-1.66799, 5.62285, -1.74751], [-4.34953, -2.26461, 1.01547], [-5.93081, -0.91563, -5.64241], [0.55949, -1.98596, -0.54445], [-3.19596, 7.18943, -0.75390], [-2.30250, 2.68487, -3.25161], [6.07338, 3.90515, 1.19715], [-3.21737, 0.61254, 6.12797], [-1.93291, 4.70570, -0.72955], [-3.11112, -1.19128, 2.48964], [-3.17359, 1.60209, 7.01731], [-4.16404, -2.35337, -0.34340], [1.58529, -1.63147, -3.90226], [-6.45494, 0.15345, 0.46957], [-7.18436, 0.48998, -1.52820], [-3.68565, 8.15495, -0.76447], [-2.62849, 1.87382, -4.32956], [4.27301, 4.76192, -1.55008], [4.95502, 1.75666, -0.15068], [0.62350, 3.58033, -1.03414], [-6.21541, -1.81545, -3.40219], [-1.53770, 0.03651, -3.22196], [2.28916, -0.00538, -1.94138], [0.20221, -1.22254, 1.96116], [-3.03156, -1.67946, -0.63093], [-1.37227, -4.44638, 0.09853], [-2.46073, -0.09687, -5.16505], [5.00228, 3.21931, 1.75472], [2.58974, 4.71812, -0.21596], [0.09327, -0.84186, 3.23237], [-1.59612, 2.15357, -2.17229], [-7.10429, -1.97763, -7.83361], [4.51039, 0.92249, -0.67595], [-7.72832, -4.04096, -2.93643], [-0.41520, 0.32410, 0.16375], [0.78014, 4.47429, 0.91484], [0.78027, -2.21220, -1.85785], [-0.28900, -1.70519, 4.25379], [-8.36251, -0.21109, -0.40785], [2.81603, 1.07721, 1.83598], [-1.71138, 3.90466, 5.03755], [-5.07985, -2.85360, -1.35258], [-2.30129, 6.85436, -1.76371], [-5.67345, -0.88209, -4.28090], [4.43882, 2.14356, 1.07965], [-2.74512, 0.71259, 4.82945], [0.88311, -2.21396, -4.32865], [3.12464, 3.47829, -3.32017], [-1.21178, 0.79345, -2.08326], [-5.76747, -3.56636, -0.90399], [-7.95197, -3.63507, -5.68914], [-3.30982, -1.51811, 1.48412], [-7.31278, -2.85824, -5.29538], [-0.72122, -4.43347, 2.32697], [0.29136, 0.20208, 3.44442], [-0.07709, -2.49836, 1.64943], [-8.13249, -1.09833, 2.25975], [0.07375, -2.88681, 0.21803], [-2.09109, 7.55853, -2.55886], [-3.44659, 6.29384, 0.27361], [-2.22816, 0.54385, -4.31919], [-0.48387, -3.41631, 2.60205], [-3.68106, 1.43042, 1.89478], [-0.33297, -4.27242, -0.18586], [1.51662, -1.31265, -2.58831], [-1.55998, 2.16833, 2.60336], [-4.12573, 6.55949, 1.07352], [-4.49713, -3.35851, -2.12434], [0.44293, -3.05385, -2.30162], [-7.31378, -0.21543, -0.70046], [0.28456, -5.01108, 0.32743], [-2.13620, 2.94921, 5.31603], [-0.36255, -1.33960, 5.26776], [-2.63558, 2.74654, 6.59084], [0.79255, 2.72720, -2.99501], [-0.24563, -4.45879, -1.25308], [-7.05525, -1.54854, -1.14258], [-2.98303, 4.36512, 1.10696], [-2.60280, 3.55138, 7.31845], [-0.90718, -3.71273, 4.68564], [7.41390, 4.06055, -0.46020], [6.41034, 2.13793, -1.66890], [-2.48326, -1.16288, 0.44437], [-5.25976, -0.79791, -1.83075], [-5.58027, 0.30461, 2.88936], [-6.75364, -0.20328, 1.75321], [6.57995, 3.51953, -0.03306], [-4.62886, 0.98141, 1.64252], [-2.18221, 1.91111, 4.38304], [-3.66208, -0.31645, 6.47445], [1.29143, 4.27812, -0.02282], [6.02094, 2.44425, -0.70717], [-5.20997, 0.85218, 0.42076], [-7.03456, -2.80473, -3.93977], [-5.03222, -0.10288, -3.88363], [3.25097, 4.43351, -1.40615], [-1.10390, 3.07563, -0.67261], [-5.21201, -2.68812, 1.50004], [4.36300, 3.80473, 3.43311], [-1.26752, -1.02160, -3.26365], [-3.17884, 2.27802, -5.17068], [-2.81503, 5.05603, 0.28856], [3.09387, 5.26788, 0.56817], [6.50203, 4.74005, 1.73387], [-4.76155, 1.23333, -0.48782], [-2.67150, -1.54815, -1.64007], [-2.60422, 3.72549, -3.25704], [-0.58960, -3.01037, 3.92605], [-2.82300, -0.13296, 4.15901], [2.60601, 3.71381, -2.39898], [-5.50585, -0.17820, -6.30865]], "forces_ev_per_angstrom": [[0.0, 0.0, 0.0], [-0.1, 0.0, -0.1], [0.0, 0.0, 0.0], [0.0, 0.0, 0.0], [0.0, 0.0, 0.0], [0.0, 0.0, 0.0], [0.0, 0.0, 0.0], [0.0, 0.0, 0.0], [-0.1, 0.0, 0.1], [0.0, 0.0, 0.0], [0.0, 0.0, 0.0], [0.0, 0.0, 0.0], [0.0, 0.0, 0.1], [0.0, 0.0, 0.1], [0.1, -0.1, -0.1], [0.0, -0.1, 0.0], [0.2, -0.2, 0.1], [0.1, 0.0, 0.0], [0.0, 0.0, 0.0], [0.0, 0.0, 0.0], [0.0, 0.0, 0.0], [0.0, 0.0, 0.0], [0.0, 0.0, 0.0], [0.0, 0.0, 0.0], [0.0, 0.0, 0.0], [0.0, 0.0, 0.1], [0.0, 0.1, 0.0], [-0.1, 0.0, 0.0], [-0.1, -0.3, 0.4], [-0.1, 0.1, -0.1], [0.0, 0.0, 0.0], [0.0, 0.0, 0.0], [0.0, 0.0, 0.0], [0.0, 0.0, 0.0], [0.1, -0.1, 0.1], [-0.1, -0.1, 0.1], [0.0, 0.0, 0.0], [0.0, 0.0, 0.0], [0.0, 0.0, 0.0], [0.0, 0.2, 0.6], [0.0, 0.0, 0.0], [0.0, 0.1, -0.1], [0.0, 0.0, 0.0], [0.0, 0.0, 0.0], [0.0, 0.0, 0.1], [0.0, 0.0, 0.0], [0.0, 0.0, 0.0], [0.0, 0.0, 0.0], [0.0, 0.0, 0.0], [-0.1, 0.0, 0.0], [0.0, 0.1, 0.0], [0.0, 0.0, 0.0], [0.0, 0.0, 0.0], [-0.2, 0.0, -0.5], [0.1, 0.0, 0.0], [0.0, 0.0, 0.0], [0.3, -0.3, 0.0], [0.0, 0.0, 0.0], [0.0, 0.0, 0.0], [0.0, 0.0, 0.0], [0.1, 0.0, 0.0], [0.0, 0.0, 0.0], [0.1, -0.1, 0.0], [0.0, 0.0, 0.0], [0.0, 0.0, 0.0], [0.0, 0.0, 0.0], [0.0, -0.1, 0.0], [0.1, 0.1, 0.0], [0.0, 0.0, 0.0], [0.0, -0.1, 0.1], [0.5, 0.2, -0.1], [0.0, 0.0, 0.0], [0.0, 0.0, 0.0], [0.0, 0.0, 0.0], [-0.1, 0.0, 0.0], [0.0, 0.0, 0.0], [0.0, 0.0, 0.0], [0.0, 0.0, 0.0], [0.0, 0.0, 0.0], [0.0, 0.0, 0.0], [0.0, 0.0, 0.0], [0.0, 0.0, 0.0], [0.0, 0.0, 0.0], [0.0, 0.0, 0.0], [0.0, 0.0, 0.0], [0.0, 0.0, 0.0], [0.0, 0.0, 0.0], [0.1, 0.0, 0.0], [0.0, 0.0, 0.0], [-0.2, 0.1, 0.0], [-0.1, 0.0, -0.1], [0.0, 0.0, 0.0], [-0.4, 0.2, -0.1], [0.1, -0.2, -0.1], [0.0, 0.0, 0.0], [0.0, 0.0, 0.0], [0.0, 0.0, 0.0], [-0.1, 0.0, 0.1], [0.0, 0.0, -0.1], [0.0, 0.0, 0.0], [0.0, 0.1, 0.0], [0.1, 0.2, -0.3], [0.0, 0.0, 0.0], [0.0, 0.0, 0.0], [0.0, 0.0, 0.0], [0.0, 0.0, 0.0], [0.0, -0.1, 0.0], [0.0, 0.0, 0.0], [0.0, 0.0, 0.0], [0.0, 0.0, 0.0], [0.0, 0.0, 0.0], [0.0, 0.0, 0.0], [0.0, 0.0, 0.0], [0.0, 0.0, 0.1], [0.0, 0.0, 0.0], [0.0, 0.0, 0.0]]}

2.
{"formula": "C2H5O3Pb", "method": "wB97M-V/def2-TZVPD", "total_charge": 2, "spin_multiplicity": 2, "orbital_gap_ha": [0.3296, 0.2696], "elements": ["O", "H", "O", "C", "H", "H", "O", "C", "H", "H", "Pb"], "positions_angstrom": [[-2.25145, -0.76612, -1.25404], [-2.76525, 0.80836, 1.49523], [-2.73105, 0.16665, -0.36436], [-2.39793, 0.02854, 0.82315], [3.13471, 1.06020, -0.44148], [1.76662, 0.75137, 0.75752], [1.73586, -0.19344, -1.06520], [2.42104, 0.29970, -0.02107], [-1.81490, -0.85018, 1.11906], [3.13362, -0.45253, 0.37863], [-0.23128, -0.85256, -1.42743]], "forces_ev_per_angstrom": [[-2.9, 0.1, 0.5], [0.0, -0.1, 0.0], [-0.6, 0.9, 0.5], [-0.6, 0.0, 0.4], [0.0, 0.0, 0.0], [0.7, 0.0, -0.4], [2.5, 1.6, 0.2], [0.0, -0.2, 1.4], [-0.2, 0.2, 0.2], [0.0, 0.2, -0.1], [1.2, -2.7, -2.5]]}

3.
{"formula": "CBrCl2NO2", "method": "wB97M-V/def2-TZVPD", "relative_energy_ev": 1.907, "spin_multiplicity": 1, "orbital_gap_ha": [0.3504, 0.2433], "elements": ["Br", "Cl", "Cl", "C", "O", "N", "O"], "positions_angstrom": [[1.43597, -0.35066, -1.08251], [1.05027, 2.28281, -2.67981], [1.69892, 2.43702, 0.15297], [1.13800, 1.48733, -1.15679], [-0.69216, -1.61411, 0.08621], [-1.06771, -1.41317, 1.15951], [-0.79825, -0.53959, 1.96793]], "forces_ev_per_angstrom": [[0.5, 0.6, -0.4], [0.0, -0.4, 0.4], [-0.1, -0.2, -0.2], [0.1, 0.4, -0.1], [0.1, -1.0, -2.0], [-0.2, 1.9, 3.3], [-0.5, -1.2, -1.0]]}

Respective calculated total energy values: -10974.31366; -496.79563; -3737.54492 hartree.